73
Properties=species:S:1:pos:R:3 method="wB97M-V/def2-TZVPD" spin_multiplicity=1 molar_mass_g_mol=425.6 gap_ev=8.7 de_lowest_kcal_mol=0.0 total_charge=0 e_lumo_ev=0.7240 energy_ev=-37206.6807 smiles=CCOCC[C@H](COCOC[C@@H](C)C(C)C)OCCN.c1cc[nH]c1.c1cc[nH]c1
C 6.305 -0.066 0.890
C 4.940 -0.095 1.580
O 3.917 -0.641 0.768
C 3.439 0.342 -0.147
C 2.367 -0.217 -1.050
C 1.893 0.851 -2.016
C 0.750 0.356 -2.913
O -0.468 0.990 -2.566
C -1.584 0.169 -2.673
O -2.609 0.803 -1.976
C -3.849 0.144 -2.195
C -4.807 0.334 -1.029
C -4.114 0.055 0.313
C -5.539 1.687 -1.028
C -6.263 1.964 -2.348
C -4.625 2.875 -0.648
O 3.008 1.229 -2.804
C 2.870 2.486 -3.412
C 3.062 3.692 -2.482
N 4.024 3.457 -1.401
H 6.489 0.898 0.422
H 7.094 -0.217 1.625
H 6.376 -0.851 0.142
H 4.674 0.919 1.893
H 5.002 -0.688 2.494
H 4.266 0.696 -0.765
H 3.028 1.194 0.407
H 2.745 -1.053 -1.637
H 1.506 -0.551 -0.468
H 1.499 1.705 -1.454
H 0.661 -0.732 -2.853
H 1.002 0.602 -3.947
H -1.384 -0.820 -2.233
H -1.874 0.036 -3.729
H -4.289 0.507 -3.127
H -3.678 -0.931 -2.330
H -5.569 -0.439 -1.152
H -4.705 0.510 1.107
H -4.085 -1.014 0.504
H -3.111 0.463 0.347
H -6.316 1.607 -0.265
H -7.047 2.705 -2.189
H -5.585 2.373 -3.095
H -6.738 1.067 -2.746
H -5.026 3.402 0.217
H -3.617 2.560 -0.400
H -4.577 3.594 -1.462
H 3.609 2.523 -4.210
H 1.884 2.577 -3.881
H 3.433 4.501 -3.110
H 2.102 4.024 -2.085
H 3.555 3.376 -0.513
H 4.707 4.194 -1.343
C 1.499 -4.384 3.181
C 2.193 -4.208 4.410
C 3.166 -3.268 4.190
N 3.078 -2.868 2.886
C 2.072 -3.541 2.262
H 0.669 -5.048 2.998
H 1.997 -4.708 5.343
H 3.903 -2.848 4.852
H 3.661 -2.174 2.451
H 1.843 -3.358 1.226
C -3.289 -2.550 2.738
C -3.062 -1.400 3.541
C -1.787 -1.492 4.030
N -1.228 -2.634 3.536
C -2.134 -3.289 2.753
H -4.188 -2.798 2.200
H -3.751 -0.593 3.729
H -1.224 -0.829 4.665
H -0.286 -2.944 3.713
H -1.881 -4.217 2.269